C4H4N | ωB97M-V with the def2-TZVPD basis set

Calculated values
orbital gap	7.963	eV
HOMO	-0.5400	hartree
energy	-5688.4855	eV
net charge	+1
energy relative to the best compared isomer or geometry (same formula, charge and spin)	305.99	kJ/mol
LUMO level	-6.731	eV

Each atom is followed by the atoms it is bonded to, with distances in Å.
Element x y z (Å)
1 C -2.513 -0.623 -0.059  C3 1.188, H6 1.058
2 C 2.159 -0.778 0.033  N5 1.150, H7 1.060
3 C -1.487 -0.038 0.068  C1 1.188
4 C 0.443 0.988 -0.004  N5 1.313, H8 1.083, H9 1.081
5 N 1.346 0.035 0.010  C2 1.150, C4 1.313
6 H -3.454 -1.105 -0.087  C1 1.058
7 H 2.911 -1.524 0.055  C2 1.060
8 H 0.314 1.536 0.922  C4 1.083
9 H 0.282 1.509 -0.937  C4 1.081